(1)
Formula: C24H28MgOPS5
Source: OMol25
Level of theory: ωB97M-V with the def2-TZVPD basis set

Positions of all 60 atoms, in Å:
Mg 10.687 11.623 9.389
S 12.529 11.796 11.071
S 13.103 13.563 10.343
S 11.424 14.578 9.653
S 10.614 13.545 8.099
C 4.907 12.605 9.791
P 6.695 12.089 9.768
C 6.697 11.093 8.277
C 6.035 9.853 8.260
C 6.009 9.090 7.084
C 6.681 9.515 5.940
C 7.359 10.759 5.958
C 7.396 11.525 7.123
C 6.686 10.847 11.068
C 7.634 9.790 11.047
C 7.757 8.909 12.131
C 6.891 9.026 13.237
C 5.914 10.048 13.235
C 5.845 10.975 12.199
H 4.776 13.337 10.602
H 4.222 11.755 9.933
H 4.681 13.118 8.835
H 5.520 9.486 9.170
H 5.465 8.137 7.083
H 6.700 8.905 5.034
H 7.883 11.115 5.065
H 7.927 12.482 7.178
H 8.258 9.638 10.171
H 8.512 8.108 12.067
H 6.972 8.367 14.125
H 5.200 10.127 14.063
H 5.099 11.770 12.200
C 10.670 9.814 8.225
C 10.503 8.505 8.762
C 11.578 7.919 9.472
C 11.419 6.661 10.047
C 10.185 6.015 10.043
C 9.124 6.597 9.340
C 9.288 7.800 8.693
H 9.951 10.069 7.418
H 11.696 9.976 7.882
H 12.541 8.440 9.561
H 12.284 6.199 10.520
H 10.047 5.060 10.554
H 8.143 6.117 9.315
H 8.486 8.282 8.128
O 9.576 12.063 11.048
S 10.113 13.170 11.922
C 8.767 14.373 12.154
C 8.252 14.206 13.581
C 8.681 12.843 14.197
C 10.032 12.462 13.619
H 8.021 14.193 11.352
H 9.241 15.366 11.982
H 7.147 14.316 13.619
H 8.659 15.003 14.212
H 7.940 12.054 13.977
H 8.775 12.992 15.290
H 10.246 11.396 13.500
H 10.839 12.947 14.176

Output
M in u: 548.1
Lowest unoccupied orbital energy in eV: 2.436
HOMO in Ha: -0.133
Total energy in eV: -96303.781
Net charge: -1

Results of the Mulliken charge analysis, in e, for atoms 1 through 2: 1.137 -0.476

=====

(2)
Formula: C24H28N10O3ReS3
Source: OMol25
Level of theory: ωB97M-V with the def2-TZVPD basis set

Positions of all 69 atoms, in Å:
Re -0.388 -0.543 0.580
C 3.708 1.201 4.838
C 3.126 -0.202 4.845
N 1.712 -0.209 4.444
C 1.285 -0.328 3.190
S -0.452 -0.258 2.952
N 2.177 -0.516 2.239
N 1.622 -0.556 0.969
C 2.445 -0.515 -0.032
C 3.907 -0.336 0.121
C 1.823 -0.602 -1.368
C 2.541 -0.612 -2.541
C 1.857 -0.706 -3.749
C 0.477 -0.767 -3.746
C -0.192 -0.743 -2.535
N 0.473 -0.679 -1.372
H 4.760 1.166 5.122
H 3.190 1.848 5.547
H 3.633 1.646 3.845
H 3.177 -0.649 5.837
H 3.666 -0.850 4.159
H 1.014 -0.021 5.146
H 4.230 -0.604 1.120
H 4.130 0.726 -0.037
H 4.457 -0.915 -0.618
H 3.617 -0.538 -2.518
H 2.407 -0.721 -4.681
H -0.090 -0.822 -4.665
H -1.269 -0.773 -2.472
C -3.945 -3.952 -0.664
N -2.734 -3.864 0.174
C -2.368 -4.861 1.029
C -1.259 -4.794 1.791
C -0.451 -3.629 1.687
N -0.825 -2.643 0.849
C -1.961 -2.744 0.085
O -2.232 -1.788 -0.647
N 0.672 -3.499 2.373
H -4.522 -4.808 -0.328
H -3.668 -4.077 -1.707
H -4.529 -3.043 -0.552
H -3.029 -5.717 1.057
H -0.993 -5.600 2.457
H 0.963 -4.224 3.007
H 1.243 -2.666 2.311
N -1.270 4.357 -5.640
C -0.925 3.973 -4.384
C -1.629 4.463 -3.269
C -1.279 4.084 -1.996
C -0.224 3.188 -1.801
C 0.490 2.701 -2.895
C 0.145 3.087 -4.171
S 0.230 2.733 -0.203
O -0.133 3.781 0.697
O 1.554 2.170 -0.231
N -0.731 1.431 0.235
C -2.005 1.561 0.757
S -2.925 2.916 1.217
C -4.139 1.839 1.810
C -3.770 0.557 1.656
N -2.542 0.397 1.031
H -1.971 5.060 -5.785
H -0.705 4.106 -6.430
H -2.435 5.170 -3.418
H -1.800 4.511 -1.148
H 1.342 2.056 -2.731
H 0.720 2.736 -5.020
H -5.057 2.216 2.229
H -4.349 -0.306 1.947

Output
<S²>: 3.781
M in u: 787.0
Spin multiplicity: 4
Lowest unoccupied orbital energy (spin up / spin down) in eV: -6.081 / -7.243
Energy relative to the best compared isomer or geometry (same formula, charge and spin) in kJ/mol: 19.1
HOMO (spin up / spin down) in Ha: -0.462 / -0.464
Total energy in eV: -81010.848
Net charge: +2

Results of the Mulliken charge analysis, in e, for atoms 1 through 2: 0.713 -1.041

=====

(3)
Formula: C24H28N4O3S
Source: OMol25
Level of theory: ωB97M-V with the def2-TZVPD basis set

Positions of all 60 atoms, in Å:
C 0.421 1.700 8.775
C 1.545 1.316 7.814
O 1.171 1.331 6.455
C 0.290 0.300 6.071
C 0.227 0.276 4.548
C -0.747 -0.792 4.054
N -0.804 -0.817 2.600
C 0.109 -1.575 1.921
S 1.285 -2.465 2.652
N 0.026 -1.592 0.564
C -0.865 -0.846 -0.160
C -0.866 -0.867 -1.552
C -1.744 -0.057 -2.249
C -1.657 -0.129 -3.743
O -1.854 -1.175 -4.331
N -1.329 1.017 -4.395
C -0.835 2.224 -3.767
C 0.621 2.452 -4.243
N 1.245 1.188 -4.548
C 1.733 0.388 -3.523
C 1.723 0.799 -2.185
C 2.268 0.010 -1.189
C 2.822 -1.223 -1.483
C 2.857 -1.636 -2.805
C 2.337 -0.843 -3.808
C 0.647 0.602 -5.736
C -0.875 0.888 -5.764
C -2.665 0.742 -1.568
C -2.684 0.741 -0.190
C -1.777 -0.038 0.527
C -1.769 -0.012 1.994
O -2.531 0.651 2.662
H -0.025 2.641 8.465
H -0.353 0.936 8.799
H 0.825 1.813 9.777
H 2.354 2.047 7.883
H 1.941 0.325 8.083
H 0.655 -0.668 6.449
H -0.716 0.472 6.480
H -0.093 1.258 4.196
H 1.226 0.077 4.158
H -1.755 -0.573 4.410
H -0.435 -1.780 4.399
H 0.723 -2.142 0.077
H -0.177 -1.504 -2.085
H -1.468 3.070 -4.058
H -0.877 2.113 -2.683
H 1.199 2.996 -3.497
H 0.629 3.045 -5.162
H 1.290 1.743 -1.894
H 2.247 0.366 -0.169
H 3.240 -1.839 -0.701
H 3.306 -2.584 -3.062
H 2.424 -1.184 -4.828
H 0.796 -0.475 -5.729
H 1.125 1.019 -6.630
H -1.106 1.814 -6.296
H -1.409 0.061 -6.230
H -3.363 1.349 -2.125
H -3.386 1.344 0.365

Output
M in u: 452.6
Structure (SMILES): CCOCCCn1c(=S)[nH]c2cc(C(=O)N3CCN(c4ccccc4)CC3)ccc2c1=O
Lowest unoccupied orbital energy in eV: 0.047
Energy relative to the best compared isomer or geometry (same formula, charge and spin) in kJ/mol: 0.1
HOMO in Ha: -0.297
Total energy in eV: -48282.158

Results of the Mulliken charge analysis, in e, for atoms 1 through 2: -1.115 -0.253

=====

Copy entry 1 word for word.
Formula: C24H28MgOPS5
Source: OMol25
Level of theory: ωB97M-V with the def2-TZVPD basis set

Positions of all 60 atoms, in Å:
Mg 10.687 11.623 9.389
S 12.529 11.796 11.071
S 13.103 13.563 10.343
S 11.424 14.578 9.653
S 10.614 13.545 8.099
C 4.907 12.605 9.791
P 6.695 12.089 9.768
C 6.697 11.093 8.277
C 6.035 9.853 8.260
C 6.009 9.090 7.084
C 6.681 9.515 5.940
C 7.359 10.759 5.958
C 7.396 11.525 7.123
C 6.686 10.847 11.068
C 7.634 9.790 11.047
C 7.757 8.909 12.131
C 6.891 9.026 13.237
C 5.914 10.048 13.235
C 5.845 10.975 12.199
H 4.776 13.337 10.602
H 4.222 11.755 9.933
H 4.681 13.118 8.835
H 5.520 9.486 9.170
H 5.465 8.137 7.083
H 6.700 8.905 5.034
H 7.883 11.115 5.065
H 7.927 12.482 7.178
H 8.258 9.638 10.171
H 8.512 8.108 12.067
H 6.972 8.367 14.125
H 5.200 10.127 14.063
H 5.099 11.770 12.200
C 10.670 9.814 8.225
C 10.503 8.505 8.762
C 11.578 7.919 9.472
C 11.419 6.661 10.047
C 10.185 6.015 10.043
C 9.124 6.597 9.340
C 9.288 7.800 8.693
H 9.951 10.069 7.418
H 11.696 9.976 7.882
H 12.541 8.440 9.561
H 12.284 6.199 10.520
H 10.047 5.060 10.554
H 8.143 6.117 9.315
H 8.486 8.282 8.128
O 9.576 12.063 11.048
S 10.113 13.170 11.922
C 8.767 14.373 12.154
C 8.252 14.206 13.581
C 8.681 12.843 14.197
C 10.032 12.462 13.619
H 8.021 14.193 11.352
H 9.241 15.366 11.982
H 7.147 14.316 13.619
H 8.659 15.003 14.212
H 7.940 12.054 13.977
H 8.775 12.992 15.290
H 10.246 11.396 13.500
H 10.839 12.947 14.176

Output
M in u: 548.1
Lowest unoccupied orbital energy in eV: 2.436
HOMO in Ha: -0.133
Total energy in eV: -96303.781
Net charge: -1

Results of the Mulliken charge analysis, in e, for atoms 1 through 2: 1.137 -0.476

=====

What is the M in the first record?
548.1 u

=====

Repeat the first record exactly.
Formula: C24H28MgOPS5
Source: OMol25
Level of theory: ωB97M-V with the def2-TZVPD basis set

Positions of all 60 atoms, in Å:
Mg 10.687 11.623 9.389
S 12.529 11.796 11.071
S 13.103 13.563 10.343
S 11.424 14.578 9.653
S 10.614 13.545 8.099
C 4.907 12.605 9.791
P 6.695 12.089 9.768
C 6.697 11.093 8.277
C 6.035 9.853 8.260
C 6.009 9.090 7.084
C 6.681 9.515 5.940
C 7.359 10.759 5.958
C 7.396 11.525 7.123
C 6.686 10.847 11.068
C 7.634 9.790 11.047
C 7.757 8.909 12.131
C 6.891 9.026 13.237
C 5.914 10.048 13.235
C 5.845 10.975 12.199
H 4.776 13.337 10.602
H 4.222 11.755 9.933
H 4.681 13.118 8.835
H 5.520 9.486 9.170
H 5.465 8.137 7.083
H 6.700 8.905 5.034
H 7.883 11.115 5.065
H 7.927 12.482 7.178
H 8.258 9.638 10.171
H 8.512 8.108 12.067
H 6.972 8.367 14.125
H 5.200 10.127 14.063
H 5.099 11.770 12.200
C 10.670 9.814 8.225
C 10.503 8.505 8.762
C 11.578 7.919 9.472
C 11.419 6.661 10.047
C 10.185 6.015 10.043
C 9.124 6.597 9.340
C 9.288 7.800 8.693
H 9.951 10.069 7.418
H 11.696 9.976 7.882
H 12.541 8.440 9.561
H 12.284 6.199 10.520
H 10.047 5.060 10.554
H 8.143 6.117 9.315
H 8.486 8.282 8.128
O 9.576 12.063 11.048
S 10.113 13.170 11.922
C 8.767 14.373 12.154
C 8.252 14.206 13.581
C 8.681 12.843 14.197
C 10.032 12.462 13.619
H 8.021 14.193 11.352
H 9.241 15.366 11.982
H 7.147 14.316 13.619
H 8.659 15.003 14.212
H 7.940 12.054 13.977
H 8.775 12.992 15.290
H 10.246 11.396 13.500
H 10.839 12.947 14.176

Output
M in u: 548.1
Lowest unoccupied orbital energy in eV: 2.436
HOMO in Ha: -0.133
Total energy in eV: -96303.781
Net charge: -1

Results of the Mulliken charge analysis, in e, for atoms 1 through 2: 1.137 -0.476

=====

Number 3 is which compound?
C24H28N4O3S